# 1
25
Properties=species:S:1:pos:R:3:forces:R:3 method="wB97M-V/def2-TZVPD" e_homo_ev=-9.6961 lumo_energy_ev=-0.6 max_force_ev_per_a=3.900 spin_multiplicity=1 e_tot_ev=-32638.131 e_above_lowest_ev=1.866
C -1.562051 2.053238 -0.941002 0.428 -1.891 -0.117
C -0.402307 -2.459562 -0.874013 0.507 1.253 -3.658
C -0.647919 1.075245 -1.006777 0.885 -0.227 -1.168
C -0.191937 -1.734187 0.211234 -0.448 0.660 0.243
C 0.201080 0.776331 2.273753 0.008 0.119 -1.623
C 2.520324 0.224527 -0.605098 -0.805 -1.313 -0.686
C 3.307078 1.306201 -0.064485 0.826 3.448 1.399
C 3.177215 -1.108793 -0.586143 1.100 -1.214 -0.644
F 2.865735 2.430894 -0.692632 0.240 0.363 -0.631
F 3.072642 1.656717 1.244337 0.165 -1.080 0.240
F 4.685843 1.353047 -0.157737 -1.352 -0.741 -0.232
F 4.542114 -1.263955 -0.945717 -1.395 1.128 0.781
F 3.054600 -1.644208 0.615834 0.402 -0.565 1.323
F 2.618694 -1.982861 -1.437596 -0.858 0.117 -0.483
Si 0.029129 0.118799 0.433250 2.578 -0.366 -0.359
H -1.979843 2.610926 -1.769655 0.150 0.032 0.090
H -2.048209 1.981400 0.004462 -0.645 1.296 0.631
H -0.553386 -3.525253 -0.960296 -0.058 -0.176 0.717
H -0.325842 -2.029043 -1.973130 -0.253 -0.474 2.393
H -0.113760 0.716736 -1.946658 -0.788 0.933 0.979
H -0.252296 -2.288825 1.113273 0.095 -0.438 1.043
H 0.827245 1.674767 2.263612 -0.548 0.276 -0.377
H -0.788709 0.985797 2.734292 0.816 -0.381 -0.059
H 0.889209 0.123554 2.809508 -0.649 -0.610 0.217
H 2.431397 0.501746 -1.656201 -0.400 -0.150 -0.020

=====

# 2
22
Properties=species:S:1:pos:R:3:forces:R:3 method="wB97M-V/def2-TZVPD" e_homo_ev=-12.4607 lumo_energy_ev=-3.3 total_charge=+1 max_force_ev_per_a=4.918 spin_multiplicity=1 e_tot_ev=-16193.936 e_above_lowest_ev=0.000
C -2.704716 1.149583 0.051490 -1.368 -2.245 0.295
C -3.275160 -0.111051 0.403585 3.436 1.407 -0.669
C -1.454844 1.219936 -0.516284 0.518 1.416 -0.958
C -2.425888 -1.210974 0.251946 -1.629 -2.168 0.138
C -0.654812 0.120264 -0.632599 1.472 -1.793 -0.411
C -1.176266 -1.118490 -0.268406 1.708 1.729 0.174
C 2.969484 1.190974 0.625437 -3.987 0.013 -1.760
C 2.508332 -0.165714 0.292004 -1.649 1.823 2.084
N 0.751547 0.123618 -1.130994 -1.448 -0.608 -0.457
N 2.166616 -1.275906 0.781241 -1.281 -2.770 2.035
O 3.518692 0.217178 -0.305824 3.109 1.230 -3.606
F -0.235257 -2.105391 -0.327335 -1.042 -0.692 0.003
H -3.324448 1.996924 0.154392 -0.359 0.999 -0.010
H -4.201580 -0.191827 0.885008 -1.216 -0.145 0.307
H -1.129974 2.137992 -1.026633 -0.066 -0.118 0.674
H -2.792002 -2.233283 0.447689 0.148 0.605 0.215
H 2.349478 2.093594 0.314991 1.296 -1.406 -0.181
H 3.479004 1.230036 1.495844 1.915 0.474 2.552
H 0.817664 0.999940 -1.600671 0.510 0.742 -0.685
H 2.314780 -2.177957 0.311753 -0.004 0.652 0.366
H 0.901100 -0.633606 -1.856143 -0.403 1.123 1.108
H 1.598250 -1.255848 1.649511 0.341 -0.269 -1.214

=====

# 3
21
Properties=species:S:1:pos:R:3:forces:R:3 method="wB97M-V/def2-TZVPD" e_homo_ev="-5.3071 / -9.6256" lumo_energy_ev="0.9 / -2.3" max_force_ev_per_a=11.904 spin_multiplicity=3 s_squared=2.0080 e_tot_ev=-14707.263 e_above_lowest_ev=0.000
C -1.098619 0.933976 -0.699025 -0.115 0.250 -0.181
C -1.214263 -0.032371 0.198136 0.164 -0.036 0.432
C 0.682909 -1.649494 0.334325 -10.541 -0.171 3.260
C 0.182034 1.688459 -0.869017 0.033 0.039 0.180
C 0.848049 1.862532 0.496080 0.270 -0.289 -0.154
C 1.108926 0.511076 1.151268 -0.880 0.572 0.397
C -0.050312 -0.492732 1.015283 0.980 -0.844 -1.138
C 0.027339 -2.931575 -0.000910 0.520 0.508 0.104
N 1.893089 -1.374367 0.089380 11.434 1.607 -2.895
O 2.230888 -0.128098 0.512526 -0.999 -1.055 -0.145
F -0.504337 -0.894107 2.270749 -0.351 0.005 0.721
H -1.939822 1.214137 -1.314437 -0.146 -0.054 -0.081
H -2.132693 -0.572207 0.367290 -0.167 -0.108 -0.092
H 0.856117 1.137242 -1.532189 0.042 0.077 -0.071
H -0.006716 2.662478 -1.320931 0.057 -0.038 -0.047
H 1.802453 2.378426 0.393494 0.010 0.119 0.066
H 0.197636 2.446727 1.149527 0.040 -0.011 0.042
H 1.358789 0.638607 2.211777 -0.016 -0.099 -0.170
H -0.705955 -2.778570 -0.792332 -0.187 -0.169 -0.221
H -0.492895 -3.315801 0.875214 -0.147 -0.159 0.048
H 0.772281 -3.647391 -0.333072 -0.003 -0.145 -0.054

=====

# 4
22
Properties=species:S:1:pos:R:3:forces:R:3 method="wB97M-V/def2-TZVPD" e_homo_ev=-7.6405 lumo_energy_ev=0.3 max_force_ev_per_a=4.965 spin_multiplicity=1 e_tot_ev=-22139.610 e_above_lowest_ev=3.739
C -1.634975 -1.631515 1.527269 2.694 3.521 -2.030
C -2.460554 -0.847444 0.778120 -0.451 -2.132 1.404
C -0.205965 -1.283310 1.664721 -0.358 2.147 0.589
C -2.220935 0.298677 -0.031007 0.900 -1.547 0.067
C 1.731489 -2.217216 -1.162263 0.080 -1.907 1.530
C 0.314383 -0.105210 1.205475 -1.717 1.305 -2.668
C -1.002270 0.799402 -0.246623 3.078 -1.819 3.446
C 0.678817 2.135024 -1.387084 1.407 1.824 -2.743
N -0.670539 1.901858 -0.969385 -0.834 -0.418 0.818
O 1.995399 -3.183648 -0.574448 0.181 0.187 -0.312
O 1.409268 -1.264182 -1.699757 -0.298 1.662 -1.257
I 4.238877 0.002592 0.409126 -1.042 0.393 -0.421
H -1.910325 -2.294159 2.251933 -1.396 -2.117 1.125
H -3.457821 -1.273934 0.817316 -0.410 0.652 -0.277
H 0.275535 -1.809458 2.494262 0.470 0.010 -0.476
H -3.007024 0.452574 -0.704220 -1.128 1.026 -0.961
H 1.286332 0.481708 1.357340 -1.634 -1.432 -0.161
H 1.125917 1.204085 -1.797562 -0.324 0.463 0.776
H 0.793816 2.848754 -2.306781 -1.071 -1.244 1.181
H 1.386209 2.707934 -0.760620 -0.463 -0.804 0.830
H -1.395538 2.581467 -0.730804 1.120 0.597 -0.805
H 2.729898 0.496003 -0.134999 1.196 -0.368 0.344